# 1
This record from the Open Molecules 2025 dataset describes C23H30B2F3N10O2V as an isolated structure in a non-equilibrium geometry. The level of theory is the ωB97M-V functional and the def2-TZVPD basis.

Computed properties:
**HOMO level (spin up / spin down)**: -3.63 / -5.57 eV
**Electronic energy**: -2886.18013 Ha
**Energy relative to the best compared isomer or geometry (same formula, charge and spin)**: 0.525 eV
**Multiplicity**: 4
**Total charge**: -1
**Max |F|**: 1.1 eV Å⁻¹
**HOMO-LUMO gap (spin up / spin down)**: 0.22296 / 0.29418 Ha

```
71
Properties=species:S:1:pos:R:3:forces:R:3:mulliken_spin:R:1
V 0.615 0.167 0.326 0.4 0.4 -0.4 2.778
C 0.043 3.727 0.517 -0.1 0.0 0.0 0.026
C -0.950 2.883 -0.216 -0.1 0.1 0.1 0.041
C -2.139 3.295 -0.847 0.0 0.1 0.0 0.006
C -2.699 2.145 -1.371 0.0 0.1 0.0 0.020
C -3.952 1.969 -2.172 0.0 0.0 0.0 0.000
N -1.894 1.123 -1.044 0.3 -0.2 0.1 0.026
N -0.820 1.567 -0.333 -0.7 0.4 -0.4 -0.103
B -1.946 -0.369 -1.445 0.0 0.0 0.0 -0.027
N -0.686 -0.691 -2.302 0.0 0.1 0.3 -0.013
N 0.570 -0.389 -1.841 -0.1 -0.1 -0.5 0.042
C 1.387 -0.505 -2.884 0.0 0.0 0.0 0.013
C 2.849 -0.189 -2.825 0.0 0.0 0.0 0.002
C 0.665 -0.906 -4.022 0.1 0.0 -0.1 -0.003
C -0.646 -1.003 -3.611 0.0 0.0 0.1 0.016
C -1.860 -1.370 -4.404 0.0 0.0 0.0 0.000
N -1.950 -1.273 -0.190 0.3 0.1 -0.2 0.019
N -0.775 -1.463 0.489 -0.8 -0.5 -0.1 -0.024
C -0.944 -2.553 1.234 -0.1 0.1 0.0 0.030
C 0.125 -3.166 2.082 -0.1 0.1 0.0 0.012
C -2.249 -3.049 1.061 0.1 -0.1 0.1 0.007
C -2.847 -2.217 0.141 0.0 0.1 0.0 0.016
C -4.227 -2.264 -0.433 0.0 0.0 0.0 0.000
H -0.446 4.632 0.881 0.0 0.0 0.0 0.002
H 0.863 4.022 -0.141 0.0 0.0 0.0 0.002
H 0.479 3.192 1.362 0.0 0.0 -0.1 -0.010
H -2.530 4.300 -0.912 0.0 -0.1 0.0 0.001
H -4.454 2.931 -2.271 0.0 0.0 0.0 0.000
H -4.640 1.267 -1.698 0.0 0.0 0.0 0.001
H -3.737 1.590 -3.173 0.0 0.0 0.0 0.001
H -2.941 -0.574 -2.091 0.1 0.0 0.1 0.000
H 3.062 0.500 -2.009 0.0 0.0 0.0 0.007
H 3.154 0.272 -3.767 0.0 0.0 0.0 0.001
H 3.456 -1.088 -2.695 0.0 0.0 0.0 0.003
H 1.053 -1.088 -5.013 0.0 0.0 0.1 0.000
H -1.554 -1.710 -5.393 0.0 0.0 0.0 0.000
H -2.535 -0.520 -4.528 0.0 0.0 0.0 0.001
H -2.426 -2.169 -3.923 0.0 0.0 0.0 0.001
H 1.075 -3.201 1.554 0.0 0.0 0.0 0.001
H -0.172 -4.183 2.341 0.0 0.0 0.0 0.001
H 0.285 -2.613 3.006 0.0 0.1 0.0 -0.001
H -2.689 -3.908 1.546 0.0 0.0 0.0 0.000
H -4.810 -3.020 0.091 0.0 0.0 0.0 -0.001
H -4.217 -2.512 -1.496 0.0 0.0 0.0 0.001
H -4.734 -1.303 -0.327 0.0 0.0 0.0 0.001
B 1.978 -0.419 3.680 0.0 0.1 0.0 0.022
N 0.490 -0.004 3.430 0.1 0.1 -0.2 0.043
C -0.432 -0.012 4.404 0.0 0.0 -0.1 0.012
C -1.574 0.614 3.941 0.0 0.0 0.0 0.003
C -1.249 0.985 2.634 0.1 0.0 0.1 0.055
N -0.002 0.611 2.329 -0.1 0.0 0.7 -0.078
N 2.696 -0.898 2.365 -0.2 0.0 -0.1 0.024
C 3.933 -1.409 2.379 -0.1 0.0 0.0 0.019
C 4.253 -1.852 1.106 0.0 0.0 0.0 0.003
C 3.118 -1.551 0.355 -0.1 0.0 0.1 0.074
N 2.182 -0.973 1.115 0.9 -0.4 0.4 -0.117
H 1.929 -1.364 4.453 0.0 0.0 -0.1 0.001
H 2.609 0.501 4.158 -0.1 -0.1 -0.1 0.000
H -0.206 -0.459 5.359 0.0 0.0 -0.1 0.003
H -2.504 0.772 4.463 0.1 0.0 0.0 0.001
H -1.865 1.482 1.904 0.0 0.0 -0.1 0.001
H 4.500 -1.422 3.297 -0.1 0.0 -0.1 0.002
H 5.172 -2.308 0.777 -0.1 0.0 0.0 0.001
H 2.924 -1.714 -0.690 0.0 0.0 0.0 -0.011
F 3.829 4.351 0.104 0.0 0.1 0.0 0.000
C 4.002 3.025 -0.067 0.0 -0.1 0.0 -0.001
F 4.134 2.818 -1.387 0.0 0.0 -0.1 0.000
F 5.177 2.704 0.495 0.2 0.0 0.0 0.000
C 2.839 2.242 0.588 -0.5 -0.2 -0.4 0.038
O 2.733 2.403 1.792 0.0 -0.2 0.0 0.001
O 2.120 1.588 -0.238 0.3 0.3 0.7 0.008
```
Forces are in eV/Å.


# 2
This record from the Open Molecules 2025 dataset describes C23H30BCdF4N2O7 as an isolated structure. The level of theory is the ωB97M-V functional and the def2-TZVPD basis.

Computed properties:
**HOMO level**: -10.86 eV
**Electronic energy**: -2122.67921 Ha
**Energy relative to the best compared isomer or geometry (same formula, charge and spin)**: 0.838 eV
**Total charge**: +1
**Max |F|**: 0.2 eV Å⁻¹
**HOMO-LUMO gap**: 0.29578 Ha

```
68
Properties=species:S:1:pos:R:3:forces:R:3:nbo_charge:R:1
Cd -0.034 0.581 -0.190 0.0 0.1 0.0 1.764
C -2.093 0.227 2.231 0.0 0.0 0.0 -0.089
C -1.412 1.532 2.582 0.0 0.0 0.0 -0.074
O -0.858 2.059 1.376 0.1 0.0 0.0 -0.621
C -0.263 3.364 1.408 0.0 0.0 0.0 -0.084
C 1.192 3.290 0.980 -0.1 0.0 0.1 -0.089
O 1.241 2.621 -0.274 0.0 -0.1 0.1 -0.593
C 2.548 2.418 -0.802 0.0 0.0 -0.1 -0.079
C 2.409 1.630 -2.094 0.0 0.1 0.0 -0.080
O 1.581 0.502 -1.832 0.1 -0.2 0.0 -0.628
C 1.630 -0.596 -2.744 -0.1 0.0 0.0 -0.081
C 0.294 -1.323 -2.657 0.1 0.0 0.0 -0.100
O -0.094 -1.468 -1.284 0.0 0.0 0.0 -0.631
C -0.070 -2.768 -0.708 0.0 0.0 0.0 -0.037
C -1.381 -1.946 1.399 0.0 0.0 0.0 0.304
O -1.108 -0.572 1.567 0.0 0.0 0.0 -0.611
H -2.941 0.403 1.568 0.0 0.0 0.0 0.222
H -2.432 -0.274 3.141 0.0 0.0 0.0 0.206
H -0.616 1.369 3.317 0.0 0.0 0.0 0.181
H -2.148 2.227 2.992 0.0 0.0 0.0 0.210
H -0.324 3.788 2.412 0.0 0.0 0.0 0.203
H -0.833 3.987 0.719 0.0 0.0 0.0 0.225
H 1.792 2.738 1.712 0.0 0.0 0.0 0.180
H 1.595 4.303 0.890 0.0 0.0 0.0 0.205
H 3.162 1.878 -0.075 0.0 0.0 0.0 0.188
H 3.024 3.378 -1.022 0.0 0.0 0.0 0.205
H 3.400 1.310 -2.423 0.0 0.0 0.0 0.202
H 1.942 2.238 -2.873 0.0 0.0 0.0 0.209
H 2.472 -1.244 -2.477 0.0 0.0 0.0 0.179
H 1.771 -0.238 -3.767 0.0 0.0 0.0 0.210
H 0.362 -2.297 -3.142 0.0 0.0 0.0 0.206
H -0.488 -0.736 -3.141 0.0 0.0 0.0 0.243
H 0.840 -3.295 -1.014 0.0 0.0 0.0 0.194
H -0.933 -3.342 -1.050 0.0 0.0 0.0 0.219
H -1.580 -2.389 2.380 0.0 0.0 0.0 0.194
H -2.729 -1.413 -0.101 0.0 0.0 0.0 0.442
O 7.138 1.568 3.198 -0.1 0.0 0.0 -0.650
C 6.746 1.229 1.954 0.0 0.0 0.0 0.769
O 7.463 1.413 1.015 0.0 0.0 0.0 -0.536
C 5.374 0.633 1.803 0.0 0.1 0.1 -0.176
C 4.319 0.933 2.658 0.0 -0.1 0.0 -0.175
C 3.053 0.420 2.411 0.0 0.1 0.1 -0.273
C 2.848 -0.411 1.321 0.0 0.0 0.0 0.214
C 3.904 -0.733 0.474 0.0 0.0 0.0 -0.272
C 5.157 -0.199 0.709 0.1 0.0 0.0 -0.138
N 1.535 -0.855 1.005 0.0 0.0 0.0 -0.550
C 1.213 -2.054 1.263 0.0 0.0 0.0 0.226
C -0.092 -2.686 0.835 0.0 0.0 -0.1 -0.233
C -0.156 -4.104 1.345 0.0 0.0 0.0 -0.241
C -1.264 -4.855 1.344 0.0 0.0 0.0 -0.171
C -2.598 -4.547 0.851 0.0 0.0 0.0 -0.377
C -3.106 -3.366 0.444 0.0 0.0 0.0 0.063
N -2.541 -2.125 0.594 0.0 0.0 0.0 -0.643
H 6.529 1.224 3.863 0.0 0.0 0.0 0.485
H 4.455 1.596 3.504 0.0 0.0 0.0 0.224
H 2.225 0.665 3.066 0.0 0.0 0.0 0.223
H 3.730 -1.381 -0.375 0.0 0.0 0.0 0.224
H 5.990 -0.411 0.052 0.0 0.0 0.0 0.253
H 1.929 -2.710 1.767 0.0 0.0 0.0 0.189
H 0.757 -4.525 1.749 0.0 0.0 0.0 0.217
H -1.152 -5.863 1.727 0.0 0.0 0.0 0.230
H -3.263 -5.394 0.753 0.0 0.0 0.0 0.237
H -4.077 -3.345 -0.035 0.0 0.0 0.0 0.222
F -3.385 2.185 -1.741 0.0 0.0 0.0 -0.525
B -2.339 1.347 -1.929 0.1 0.0 -0.1 1.356
F -1.078 2.027 -1.717 0.0 -0.1 -0.1 -0.600
F -2.304 0.685 -3.133 0.0 0.0 0.0 -0.543
F -2.308 0.334 -0.867 -0.1 0.0 0.2 -0.624
```
Forces are in eV/Å.


# 3
This record from the Open Molecules 2025 dataset describes C23H30BN7O3PdS as an isolated structure. The level of theory is the ωB97M-V functional and the def2-TZVPD basis.

Computed properties:
**HOMO level**: -4.41 eV
**Electronic energy**: -2054.46307 Ha
**Energy relative to the best compared isomer or geometry (same formula, charge and spin)**: 1.989 eV
**Max |F|**: 0.6 eV Å⁻¹
**HOMO-LUMO gap**: 0.15130 Ha

```
66
Properties=species:S:1:pos:R:3:forces:R:3:nbo_charge:R:1
Pd 0.767 0.590 0.091 0.5 0.2 0.2 0.718
N -0.640 3.769 2.747 -0.1 0.0 -0.1 -0.833
C -0.178 2.620 2.079 0.0 0.0 0.0 0.209
S 0.439 2.860 0.443 0.0 0.0 -0.1 -0.381
N -0.267 1.482 2.647 0.2 0.0 0.1 -0.350
N 0.089 0.415 1.882 -0.3 -0.1 -0.1 -0.399
C 0.067 -0.891 2.394 -0.1 0.0 0.0 -0.033
C -0.412 -1.166 3.763 0.0 0.0 0.0 -0.056
C -1.610 -0.621 4.240 0.0 0.0 0.0 -0.146
C -2.078 -0.925 5.508 0.0 0.0 0.0 -0.241
C -1.361 -1.778 6.338 0.0 0.0 0.0 -0.232
C -0.163 -2.313 5.886 0.0 0.0 0.0 -0.217
C 0.308 -2.002 4.619 0.0 0.0 0.0 -0.201
C 0.501 -1.867 1.526 0.0 0.0 0.0 0.056
C 0.417 -3.300 1.713 0.0 0.0 0.0 -0.260
C 0.789 -4.151 0.732 0.0 0.0 0.0 -0.211
C 1.271 -3.650 -0.523 0.0 0.0 0.0 -0.399
C 1.336 -2.297 -0.668 0.0 0.0 0.0 0.061
N 1.013 -1.409 0.291 -0.1 -0.1 0.1 -0.619
H -0.180 4.610 2.437 0.1 0.0 0.1 0.372
H -0.593 3.662 3.750 0.0 0.0 0.0 0.379
H -2.159 0.071 3.614 0.0 0.0 0.0 0.210
H -3.007 -0.488 5.855 0.0 0.0 0.0 0.204
H -1.725 -2.011 7.330 0.0 0.0 0.0 0.206
H 0.416 -2.964 6.528 0.0 0.0 0.0 0.208
H 1.255 -2.403 4.280 0.0 0.0 0.0 0.218
H 0.013 -3.678 2.642 0.0 0.0 0.0 0.215
H 0.705 -5.220 0.890 0.0 0.0 0.0 0.202
H 1.583 -4.306 -1.322 0.0 0.0 0.0 0.206
H 1.674 -1.856 -1.601 0.0 0.0 0.0 0.180
C -4.736 -1.955 -1.252 0.0 0.0 0.0 -0.409
N -3.701 -0.943 -1.171 0.0 0.0 0.0 -0.376
C -3.268 -0.174 -2.331 0.0 0.0 0.0 -0.299
C -1.960 0.358 -1.807 -0.2 0.3 0.2 0.669
O -1.276 1.240 -2.475 0.1 -0.2 -0.2 -0.634
N -1.691 -0.072 -0.633 0.1 -0.2 -0.1 -0.489
C -2.700 -0.918 -0.274 0.1 -0.2 -0.1 0.665
N -2.580 -1.636 0.814 0.0 0.4 0.3 -0.735
H -5.623 -1.530 -1.717 0.0 0.0 0.0 0.222
H -5.009 -2.285 -0.252 0.0 0.0 0.0 0.217
H -4.400 -2.819 -1.829 0.0 0.0 0.0 0.211
H -3.956 0.628 -2.603 0.0 0.0 0.0 0.246
H -3.117 -0.826 -3.196 0.0 0.0 0.0 0.238
H -1.702 -1.498 1.369 0.0 0.0 -0.1 0.477
H -3.367 -2.067 1.268 0.0 -0.2 -0.2 0.413
C 1.941 2.699 -4.796 0.0 0.0 0.0 -0.627
C 1.876 2.703 -3.276 0.0 0.0 0.0 0.241
C 2.530 3.957 -2.724 0.0 0.0 0.0 -0.633
O 0.462 2.768 -2.943 0.0 0.0 -0.1 -0.702
B 0.100 1.602 -2.382 -0.2 0.0 0.1 1.304
O 1.134 0.727 -2.114 0.0 0.1 0.0 -0.756
C 2.387 1.357 -2.608 0.0 0.0 0.0 0.284
C 2.993 0.357 -3.577 0.0 0.0 0.0 -0.636
C 3.322 1.547 -1.431 0.0 0.0 0.0 -0.669
H 1.489 3.618 -5.164 0.0 0.0 0.0 0.227
H 1.392 1.858 -5.220 0.0 0.0 0.0 0.211
H 2.972 2.658 -5.149 0.0 0.0 0.0 0.216
H 2.124 4.824 -3.244 0.0 0.0 0.0 0.222
H 3.609 3.934 -2.884 0.0 0.0 0.0 0.213
H 2.328 4.070 -1.661 0.0 0.0 0.0 0.245
H 2.291 0.062 -4.356 0.0 0.0 0.0 0.215
H 3.291 -0.535 -3.026 0.0 0.0 0.0 0.230
H 3.883 0.775 -4.048 0.0 0.0 0.0 0.220
H 2.937 2.250 -0.696 0.0 0.0 0.0 0.255
H 4.292 1.894 -1.791 0.0 0.0 0.0 0.220
H 3.463 0.587 -0.933 0.0 0.0 0.0 0.239
```
Forces are in eV/Å.